Entry 1:
The following is a DFT calculation (ωB97M-V with the def2-TZVPD basis set) of 2 unconnected molecules or ions with the total composition C7H11N2 at a distorted geometry.

XYZ file:
```
20
C7H11N2 (ωB97M-V with the def2-TZVPD basis set)
C -1.926 0.627 1.524
C 0.517 -1.727 -2.591
C 0.051 -0.542 -2.201
C 0.752 -0.055 1.926
C 0.210 1.309 1.590
C 0.039 0.186 0.614
C 0.818 0.354 -1.365
N -1.328 -0.140 0.628
N -1.104 1.506 2.092
H -2.907 0.447 1.981
H 0.007 -2.491 -3.156
H 1.572 -2.081 -2.261
H -1.098 -0.329 -2.249
H 1.814 0.001 2.042
H 0.382 -0.875 2.598
H 0.802 2.202 1.280
H 1.911 0.233 -1.333
H 0.566 1.552 -1.347
H -1.778 -1.032 0.397
H -1.344 2.122 2.875
```

The LUMO energy comes out at -3.55 eV. As for the charge: +1. Its HOMO-LUMO gap is 0.321 hartree. The calculation puts the HOMO energy at -0.4512 Ha. Its energy above the lowest of the compared OMol25 structures with the same formula, charge and spin is 113.98 kcal/mol. Its multiplicity is 1.

=====

Entry 2:
The following is a DFT calculation (ωB97M-V with the def2-TZVPD basis set) of a molecular structure, C30H40F6NO6RhS2Se at a distorted geometry.

XYZ file:
```
87
C30H40F6NO6RhS2Se (ωB97M-V with the def2-TZVPD basis set)
Rh -0.023 -0.054 0.149
C 2.302 -6.782 -3.069
C 3.126 -5.774 -2.261
C 3.878 -6.519 -1.152
C 4.147 -5.125 -3.194
C 2.196 -4.729 -1.639
C 2.301 -3.377 -1.859
C 1.377 -2.531 -1.237
Se 1.391 -0.710 -1.644
C -0.057 -0.728 -2.854
C 0.105 -1.159 -4.144
C -1.008 -1.205 -4.992
C -2.257 -0.828 -4.468
C -2.475 -0.405 -3.173
C -1.309 -0.313 -2.347
O -1.403 0.197 -1.154
C -3.906 -0.103 -2.713
C -4.764 -1.356 -2.958
C -4.051 0.261 -1.231
C -4.451 1.065 -3.548
C -0.918 -1.685 -6.439
C -1.752 -2.969 -6.582
C -1.480 -0.602 -7.371
C 0.520 -1.988 -6.852
C 0.344 -2.913 -0.407
O -0.533 -2.019 0.080
C 0.243 -4.295 -0.148
C 1.157 -5.127 -0.781
C -0.815 -4.969 0.757
C -0.096 -5.826 1.813
C -1.706 -5.876 -0.102
C -1.730 -3.999 1.512
H 2.956 -7.517 -3.546
H 1.727 -6.280 -3.852
H 1.597 -7.326 -2.436
H 4.550 -7.269 -1.578
H 3.187 -7.034 -0.479
H 4.474 -5.827 -0.553
H 4.778 -5.895 -3.641
H 4.802 -4.430 -2.661
H 3.661 -4.581 -4.011
H 3.075 -2.962 -2.494
H 1.079 -1.471 -4.497
H -3.113 -0.902 -5.126
H -4.366 -2.216 -2.414
H -4.826 -1.624 -4.015
H -5.780 -1.170 -2.602
H -3.657 -0.511 -0.570
H -5.121 0.367 -1.032
H -3.561 1.200 -0.976
H -4.482 0.832 -4.615
H -3.840 1.960 -3.412
H -5.470 1.301 -3.229
H -2.804 -2.797 -6.347
H -1.382 -3.754 -5.919
H -1.694 -3.336 -7.611
H -2.531 -0.391 -7.168
H -1.403 -0.935 -8.410
H -0.923 0.333 -7.271
H 0.951 -2.805 -6.268
H 1.167 -1.113 -6.750
H 0.538 -2.291 -7.901
H 1.064 -6.191 -0.587
H 0.446 -6.666 1.375
H -0.826 -6.237 2.515
H 0.618 -5.222 2.379
H -1.126 -6.620 -0.653
H -2.270 -5.284 -0.830
H -2.423 -6.409 0.529
H -1.170 -3.351 2.190
H -2.424 -4.596 2.110
H -2.304 -3.358 0.844
F 3.748 -1.057 3.112
C 2.602 -0.637 3.636
F 2.798 -0.252 4.884
F 1.714 -1.622 3.608
S 2.029 0.767 2.634
O 1.677 0.156 1.332
O 3.115 1.685 2.588
N 0.815 1.301 3.479
S -0.666 1.498 3.001
O -1.306 2.564 3.691
O -0.754 1.491 1.531
C -1.558 0.016 3.543
F -1.393 -0.127 4.849
F -2.843 0.204 3.259
F -1.125 -1.067 2.909
```

The LUMO energy (alpha / beta) comes out at -2.16 / -2.16 eV. As for the charge: 0. Its HOMO-LUMO gap (alpha / beta) is 0.217 / 0.217 hartree. The calculation puts the HOMO energy (alpha / beta) at -0.2965 / -0.2965 Ha. Its energy above the lowest of the compared OMol25 structures with the same formula, charge and spin is 29.08 kcal/mol. Its multiplicity is 1.

=====

Entry 3:
The following is a DFT calculation (ωB97M-V with the def2-TZVPD basis set) of 2 unconnected molecules or ions with the total composition C4H6F2O at a distorted geometry.

XYZ file:
```
13
C4H6F2O (ωB97M-V with the def2-TZVPD basis set)
C 1.767 0.075 0.158
C 1.906 -1.317 0.501
C -1.865 1.351 -0.270
C -1.162 0.027 -0.338
O 2.299 1.106 0.241
F -1.284 -0.578 -1.571
F -1.713 -0.904 0.518
H 2.704 -1.368 1.221
H 2.303 -1.757 -0.531
H 0.998 -1.765 0.912
H -2.170 1.709 -1.298
H -2.629 1.231 0.402
H -1.153 2.191 0.057
```

The LUMO energy (alpha / beta) comes out at 0.47 / 0.18 eV. As for the charge: 0. Its HOMO-LUMO gap (alpha / beta) is 0.336 / 0.272 hartree. The calculation puts the HOMO energy (alpha / beta) at -0.3191 / -0.2655 Ha. Its energy above the lowest of the compared OMol25 structures with the same formula, charge and spin is 90.57 kcal/mol. Its multiplicity is 1.

=====

Entry 4:
The following is a DFT calculation (ωB97M-V with the def2-TZVPD basis set) of a molecular structure, C29H61AsCsN6O4P4 at a distorted geometry.

XYZ file:
```
106
C29H61AsCsN6O4P4 (ωB97M-V with the def2-TZVPD basis set)
Cs 0.046 -0.761 -0.268
C -1.837 2.484 0.213
P -2.033 1.465 1.731
C -0.438 1.526 2.673
N -0.678 1.166 3.919
C 0.347 0.959 4.767
C 0.101 0.651 6.130
C 1.148 0.376 6.958
C 2.483 0.392 6.474
C 2.745 0.710 5.175
C 1.672 1.018 4.298
N 1.922 1.404 3.033
C 0.921 1.702 2.234
P 1.445 2.290 0.555
C 3.047 1.396 0.442
C 1.993 4.059 0.904
C 2.816 4.487 -0.315
C 2.814 4.244 2.178
C 0.739 4.932 0.995
C -3.189 2.551 2.762
C -4.294 3.044 1.819
C -2.488 3.756 3.386
C -3.857 1.695 3.845
H -1.357 3.448 0.364
H -2.842 2.640 -0.177
H -1.293 1.929 -0.548
H -0.922 0.639 6.485
H 0.964 0.145 8.000
H 3.294 0.169 7.155
H 3.757 0.758 4.793
H 3.769 1.710 1.192
H 3.460 1.542 -0.557
H 2.863 0.330 0.589
H 3.768 3.958 -0.366
H 3.034 5.556 -0.251
H 2.269 4.311 -1.245
H 3.687 3.594 2.217
H 2.218 4.061 3.072
H 3.167 5.278 2.218
H 0.176 4.916 0.060
H 1.028 5.967 1.195
H 0.087 4.607 1.810
H -3.945 3.823 1.142
H -5.101 3.469 2.420
H -4.717 2.227 1.228
H -2.008 4.377 2.627
H -1.740 3.452 4.120
H -3.226 4.378 3.902
H -4.384 0.850 3.397
H -4.590 2.307 4.379
H -3.133 1.312 4.556
C 3.631 -1.102 -3.909
N 2.258 -0.867 -4.345
C 2.153 -0.155 -5.611
P 1.122 -1.904 -3.761
O 1.196 -2.081 -2.296
O -0.216 -1.195 -4.312
P -1.651 -1.200 -3.533
O -1.598 -0.410 -2.287
N -2.602 -0.674 -4.774
C -2.183 0.442 -5.617
C -4.038 -0.648 -4.487
N -2.099 -2.751 -3.282
C -2.120 -3.362 -1.962
C -2.237 -3.694 -4.384
N 1.099 -3.372 -4.514
C 1.630 -4.560 -3.859
C 1.057 -3.445 -5.966
H 4.148 -0.145 -3.817
H 4.185 -1.721 -4.624
H 3.637 -1.590 -2.937
H 2.656 0.809 -5.519
H 1.113 0.029 -5.861
H 2.625 -0.708 -6.431
H -1.135 0.345 -5.885
H -2.334 1.409 -5.126
H -2.775 0.426 -6.533
H -4.316 -1.497 -3.865
H -4.587 -0.711 -5.427
H -4.332 0.272 -3.972
H -2.009 -2.609 -1.186
H -1.310 -4.092 -1.862
H -3.067 -3.885 -1.806
H -2.209 -3.166 -5.334
H -3.193 -4.217 -4.306
H -1.430 -4.432 -4.361
H 1.623 -4.418 -2.782
H 2.652 -4.779 -4.184
H 1.005 -5.422 -4.108
H 0.572 -2.560 -6.378
H 0.477 -4.318 -6.273
H 2.058 -3.533 -6.403
C -0.689 -2.574 4.723
As 0.475 -2.808 3.215
C -0.079 -4.463 2.398
C 2.244 -3.101 3.905
O 0.443 -1.548 2.148
H -0.764 -3.509 5.277
H -1.669 -2.272 4.356
H -0.288 -1.793 5.364
H 0.005 -5.284 3.108
H 0.551 -4.659 1.532
H -1.115 -4.360 2.077
H 2.242 -3.914 4.630
H 2.575 -2.179 4.381
H 2.908 -3.342 3.077
```

The LUMO energy comes out at -2.18 eV. As for the charge: +1. Its HOMO-LUMO gap is 0.288 hartree. The calculation puts the HOMO energy at -0.3683 Ha. Its energy above the lowest of the compared OMol25 structures with the same formula, charge and spin is 13.39 kcal/mol. Its multiplicity is 1.

=====

Entry 5:
The following is a DFT calculation (ωB97M-V with the def2-TZVPD basis set) of a gas-phase ion, C8H9O2 (charge -1) at a distorted geometry.

XYZ file:
```
19
C8H9O2 (ωB97M-V with the def2-TZVPD basis set)
C 1.420 0.491 0.040
C 2.141 -0.532 0.394
C -0.024 0.687 0.179
C -0.791 -1.483 -0.852
C -0.543 -1.844 0.547
C -1.012 -0.422 0.185
C 2.277 1.723 -0.449
C -2.467 -0.046 0.467
O 3.119 -1.170 0.588
O -0.409 1.874 0.291
H 0.290 -1.271 -1.198
H -1.510 -1.821 -1.650
H -1.306 -2.450 1.168
H 1.678 2.657 -0.193
H 2.386 1.673 -1.546
H 3.159 1.817 0.150
H -3.105 -0.973 0.133
H -2.887 0.913 0.088
H -2.418 0.178 1.658
```

The LUMO energy (alpha / beta) comes out at 3.72 / 3.17 eV. As for the charge: -1. Its HOMO-LUMO gap (alpha / beta) is 0.147 / 0.243 hartree. The calculation puts the HOMO energy (alpha / beta) at -0.0108 / -0.1266 Ha. Its energy above the lowest of the compared OMol25 structures with the same formula, charge and spin is 15.56 kcal/mol. Its multiplicity is 3.

=====

Entry 6:
The following is a DFT calculation (ωB97M-V with the def2-TZVPD basis set) of a single C3H2F2OS molecule at a distorted geometry.

XYZ file:
```
9
C3H2F2OS (ωB97M-V with the def2-TZVPD basis set)
C -0.471 0.494 1.560
C 0.110 0.766 0.534
C 1.357 -0.448 -1.552
O 2.624 1.773 -0.249
F 2.505 -0.506 -2.243
F 1.241 -1.491 -0.720
S 1.309 1.401 -0.727
H -1.174 0.425 2.282
H 0.523 -0.302 -2.314
```

The LUMO energy comes out at 0.35 eV. As for the charge: 0. Its HOMO-LUMO gap is 0.376 hartree. The calculation puts the HOMO energy at -0.3632 Ha. Its energy above the lowest of the compared OMol25 structures with the same formula, charge and spin is 81.48 kcal/mol. Its multiplicity is 1.

=====

Q: Which of these has the highest multiplicity?
A: C8H9O2

=====

Q: charge of number 2 (C30H40F6NO6RhS2Se)?
A: 0